[1]
{
  "formula": "C34H39GeN3O6P2PtS",
  "method": "ωB97M-V with the def2-TZVPD basis set",
  "symbols": ["O", "C", "H", "H", "H", "C", "H", "H", "H", "H", "C", "H", "C", "O", "H", "H", "N", "C", "C", "H", "Ge", "C", "C", "H", "H", "H", "H", "H", "C", "H", "H", "H", "C", "H", "H", "O", "C", "H", "H", "N", "O", "H", "C", "O", "C", "C", "C", "C", "C", "H", "H", "N", "H", "H", "C", "H", "C", "H", "P", "H", "C", "C", "C", "C", "S", "C", "H", "H", "C", "H", "C", "C", "C", "P", "C", "C", "Pt", "C", "H", "H", "H", "H", "O", "C", "H", "C", "C"],
  "positions_angstrom": [[-3.437, -2.365, 0.235], [4.012, -0.021, 1.533], [-3.020, 3.219, 1.580], [-0.966, 2.576, -5.926], [7.076, -0.635, -2.751], [6.429, 0.054, -2.223], [2.641, -4.304, 8.136], [1.294, 2.194, 5.186], [3.532, 0.347, 6.965], [5.344, -1.350, 7.271], [-0.429, 2.865, -2.118], [6.062, 3.346, -1.570], [-2.673, -3.172, -4.042], [-3.438, 2.488, 1.101], [-4.253, 1.060, 3.428], [-1.264, 4.757, -4.799], [4.063, -2.892, 7.707], [4.302, -1.622, 7.394], [6.700, 1.413, -2.248], [0.305, -1.979, 5.117], [0.142, -0.055, -1.793], [3.390, -0.089, 0.105], [0.774, 0.114, 5.345], [0.708, -2.739, 7.910], [2.156, -1.844, 0.373], [-0.893, 4.946, -2.365], [1.476, -0.480, -2.487], [-4.299, -1.877, -3.518], [-3.562, -0.103, 1.761], [-4.298, -1.917, 0.107], [0.581, -1.915, 2.654], [1.485, 2.092, 2.702], [-3.814, 0.076, 3.250], [-2.497, -3.397, 2.699], [3.872, -2.226, 0.161], [-1.188, -1.662, 1.185], [1.721, -2.396, 7.748], [-0.346, 0.579, -4.604], [-3.295, -3.860, -4.601], [-4.803, -0.153, 0.961], [-2.060, 0.817, -0.261], [3.432, -0.602, 2.245], [1.213, 1.220, 3.281], [-1.334, 1.496, 2.108], [1.985, -1.082, 7.398], [-0.976, 3.885, -4.225], [-0.466, 1.540, -4.115], [3.061, -1.572, -0.170], [4.778, 1.791, -0.853], [2.239, 1.569, -0.801], [5.023, -0.430, 1.495], [1.016, 0.097, 2.587], [-2.871, 0.019, 3.793], [-5.591, 0.145, 1.521], [0.562, -1.055, 4.620], [-4.740, 0.483, 0.172], [4.500, 0.425, -0.811], [-0.287, 2.940, -1.045], [-2.651, -1.677, 1.417], [-4.479, -0.699, 3.633], [-2.434, -1.179, -2.717], [-0.816, 2.659, -4.857], [-1.307, -3.392, -3.946], [5.341, -0.434, -1.512], [0.660, 0.098, 7.126], [-0.511, -2.510, -3.229], [-0.860, -4.246, -4.441], [4.142, 2.484, -0.316], [1.108, 1.271, 4.656], [2.876, -1.734, -1.231], [2.160, 0.790, -0.048], [3.301, -0.676, 7.228], [5.862, 2.281, -1.563], [-2.432, 1.215, 1.134], [-1.064, -1.398, -2.598], [0.710, -1.024, 3.250], [0.330, 0.330, 0.597], [2.800, -3.262, 7.882], [-2.866, -0.300, -2.260], [4.072, 1.011, 1.883], [7.555, 1.791, -2.793], [0.559, -2.677, -3.162], [-2.998, -2.567, 2.718], [-3.233, -2.060, -3.431], [5.158, -1.501, -1.508], [-0.275, 1.631, -2.738], [-0.775, 3.988, -2.857]],
  "s2": 2.01,
  "total_charge": 0,
  "homo_ev": [-6.96, -8.46],
  "spin_multiplicity": 3,
  "gap_ev": [6.577, 6.942]
}



[2]
{
  "formula": "C21H28N4O2S",
  "method": "ωB97M-V with the def2-TZVPD basis set",
  "symbols": ["C", "C", "O", "C", "H", "C", "H", "C", "C", "C", "H", "C", "H", "C", "H", "C", "C", "H", "N", "H", "N", "N", "C", "H", "H", "H", "H", "C", "H", "C", "H", "H", "H", "H", "C", "C", "H", "C", "H", "H", "C", "H", "H", "H", "H", "H", "H", "C", "N", "S", "C", "H", "C", "O", "H", "H"],
  "positions_angstrom": [[-3.014, 0.934, 1.015], [-2.210, 2.745, -0.542], [-4.733, -0.494, -1.816], [-3.680, 3.136, -0.433], [-2.064, 2.178, -1.462], [5.475, -2.142, -0.655], [-1.573, 3.630, -0.581], [-0.448, 0.300, -0.622], [1.731, 0.814, 1.071], [0.624, 1.833, 0.805], [6.126, 1.867, 0.253], [4.294, -2.843, -0.539], [-0.124, 0.897, -1.492], [5.464, -0.757, -0.562], [-2.623, -0.011, 1.385], [-3.290, -1.667, -0.402], [5.370, 2.053, -0.517], [-4.780, 1.716, -1.662], [-2.798, -1.924, 0.844], [6.395, -0.223, -0.669], [-3.866, 0.704, -0.123], [1.870, -0.075, -0.065], [3.066, -0.777, -0.216], [5.800, 1.851, -1.504], [-1.389, -0.193, -0.863], [-0.561, -3.908, 1.950], [0.749, -1.380, -1.232], [0.625, -0.754, -0.347], [0.293, -1.378, 0.500], [-2.215, -3.061, 0.926], [-1.597, -2.844, 2.928], [0.915, 2.461, -0.053], [2.197, -2.733, -0.208], [0.504, 2.471, 1.684], [-4.553, 1.890, -0.607], [3.108, -2.165, -0.316], [5.059, 3.096, -0.468], [-3.074, -2.673, -1.301], [-3.941, 3.867, -1.198], [-5.504, 2.007, -0.073], [-1.833, 1.880, 0.676], [-3.857, 3.597, 0.541], [-2.134, -4.479, 2.500], [2.673, 1.329, 1.244], [4.288, -3.921, -0.612], [-1.690, 2.542, 1.538], [1.463, 0.238, 1.974], [4.282, -0.068, -0.357], [-0.608, 1.113, 0.564], [-2.214, -3.967, -0.583], [-1.587, -3.604, 2.151], [-3.628, 1.386, 1.801], [-4.022, -0.440, -0.821], [4.204, 1.302, -0.296], [-3.376, -2.699, -2.328], [6.409, -2.657, -0.824]],
  "total_charge": 0,
  "homo_ev": -7.65,
  "gap_ev": 8.249
}



[3]
{
  "formula": "C4H3Br",
  "method": "ωB97M-V with the def2-TZVPD basis set",
  "symbols": ["H", "C", "C", "C", "H", "C", "H", "Br"],
  "positions_angstrom": [[-0.035, 1.266, -2.062], [0.185, 1.248, -1.037], [-0.233, -1.077, 2.018], [-0.119, -0.477, 0.939], [0.545, 1.984, -0.402], [-0.033, 0.075, -0.555], [-0.164, -1.641, 2.865], [-0.146, -1.378, -1.766]],
  "total_charge": 0,
  "homo_ev": -9.67,
  "gap_ev": 10.269
}



The relative energy (zero: lowest compared OMol25 entry of this formula, charge and spin) results, record by record, are as follows: 1.411; 1.988; 0.561 eV.